Model a:
DFT (wB97M-V/def2-TZVPD) results for 2 unconnected molecules or ions with the total composition C9H11BN2.

## Properties
* Kohn-Sham gap (spin up / spin down): 7.3 / 7.3 eV
* HOMO (spin up / spin down): -7.33 / -7.33 eV

The geometry in ORCA input format:
```
! RIJCOSX wB97M-V def2-TZVPD def2/J DEFGRID3
* xyz 0 1
B -0.05189 0.03881 -0.16352
C -3.52077 1.41313 0.12514
C 3.00579 2.13663 0.13096
C -2.18943 1.63886 -0.24763
C 1.62472 1.92451 0.17534
C -3.63179 0.10525 0.45619
C 3.55353 0.92655 -0.26744
C -1.56183 0.36963 -0.11349
C 1.29918 0.65308 -0.28621
C 0.03713 -2.70241 -0.20790
N -2.42881 -0.45975 0.43379
N 2.55489 0.10856 -0.54703
H -4.26697 2.10434 0.16474
H 3.67847 2.84738 0.56732
H -1.73458 2.53222 -0.40397
H 0.81280 2.63716 0.41590
H -4.46297 -0.44710 0.78280
H 4.55758 0.59872 -0.64113
H -0.82621 -2.80593 -0.84359
H -0.20742 -2.76500 0.88515
H 0.86189 -3.36775 -0.62398
H -2.14558 -1.43424 0.49707
H 2.60915 -0.80665 -0.85087
*
```

Here is what Mulliken gives for the atomic charges, in e: atom 1 (B): 0.033, atom 2 (C): -0.687, atom 3 (C): -1.008, atom 4 (C): -0.611, atom 5 (C): 0.027, atom 6 (C): -0.531, atom 7 (C): -0.108, atom 8 (C): 0.211, atom 9 (C): 0.008, atom 10 (C): -1.091, atom 11 (N): 0.048, atom 12 (N): 0.038, atom 13 (H): 0.500, atom 14 (H): 0.358, atom 15 (H): 0.504, atom 16 (H): 0.292, atom 17 (H): 0.469, atom 18 (H): 0.337, atom 19 (H): 0.273, atom 20 (H): 0.231, atom 21 (H): 0.298, atom 22 (H): 0.212, atom 23 (H): 0.196


Model b:
DFT (wB97M-V/def2-TZVPD) results for 2 unconnected molecules or ions with the total composition C9H11BN2.

## Properties
* Kohn-Sham gap (spin up / spin down): 6.5 / 6.5 eV
* HOMO (spin up / spin down): -7.32 / -7.39 eV

The geometry in ORCA input format:
```
! RIJCOSX wB97M-V def2-TZVPD def2/J DEFGRID3
* xyz 0 1
B 0.86328 -1.17198 1.24559
C 1.70917 -2.28461 1.39342
C -1.68643 2.36728 1.46141
C -0.43326 2.38940 2.06612
C -2.16250 1.17343 0.83333
C 0.35919 1.23207 2.05933
C -1.39917 0.04742 0.87462
C -0.05109 0.06246 1.34934
C 1.04268 -1.76296 -2.08196
C -0.07022 0.21347 -2.94222
N 2.47320 -3.23402 1.58875
N 1.08897 -0.53791 -2.29211
H -2.16500 3.33506 1.31179
H -0.12960 3.29810 2.39176
H -3.02964 1.09736 0.29192
H 1.34356 1.26813 2.36660
H -1.93151 -0.74614 0.36520
H 1.81193 -2.13912 -1.38685
H 0.17246 -2.22599 -2.39664
H 3.10128 -3.58121 0.90422
H 0.09257 1.30249 -2.85335
H 0.02928 -0.09814 -3.98876
H -1.02913 -0.00458 -2.56152
*
```

Here is what Mulliken gives for the atomic charges, in e: atom 1 (B): 0.250, atom 2 (C): 0.301, atom 3 (C): -0.381, atom 4 (C): -0.526, atom 5 (C): -0.511, atom 6 (C): -0.491, atom 7 (C): -0.440, atom 8 (C): 0.191, atom 9 (C): -0.443, atom 10 (C): -0.815, atom 11 (N): -0.597, atom 12 (N): -0.369, atom 13 (H): 0.323, atom 14 (H): 0.465, atom 15 (H): 0.450, atom 16 (H): 0.419, atom 17 (H): 0.333, atom 18 (H): 0.296, atom 19 (H): 0.370, atom 20 (H): 0.231, atom 21 (H): 0.243, atom 22 (H): 0.394, atom 23 (H): 0.306


Quick look at relative energies in kcal/mol: model a 0.0; model b 28.0.


Model a:
DFT (wB97M-V/def2-TZVPD) results for 2 unconnected molecules or ions with the total composition C2H3F3.

## Properties
* Kohn-Sham gap: 10.7 eV
* HOMO: -9.51 eV

The geometry in ORCA input format:
```
! RIJCOSX wB97M-V def2-TZVPD def2/J DEFGRID3
* xyz 0 1
C -0.32740 -1.03783 0.14717
C 0.31300 0.98880 -0.11292
F -1.63461 -1.03275 -0.11361
F 0.82947 1.06350 -1.33549
F 1.25630 1.19893 0.80070
H -0.11165 -1.21698 1.19212
H 0.24318 -1.57428 -0.59999
H -0.56830 1.61063 0.02203
*
```

Here is what Mulliken gives for the atomic charges, in e: atom 1 (C): -0.288, atom 2 (C): 0.202, atom 3 (F): -0.246, atom 4 (F): -0.217, atom 5 (F): -0.228, atom 6 (H): 0.280, atom 7 (H): 0.256, atom 8 (H): 0.241


Model b:
DFT (wB97M-V/def2-TZVPD) results for 2 unconnected molecules or ions with the total composition C2H3F3.

## Properties
* Kohn-Sham gap: 10.9 eV
* HOMO: -10.20 eV

The geometry in ORCA input format:
```
! RIJCOSX wB97M-V def2-TZVPD def2/J DEFGRID3
* xyz 0 1
C 0.03270 0.22381 0.38401
C 1.27370 0.66297 0.64210
F 2.23871 -0.02682 1.21557
F 1.63962 1.93205 0.34606
F -0.57379 -0.07832 -2.48844
H 0.24279 -0.42963 -2.30135
H -0.63660 0.69802 -0.33900
H -0.13275 -0.78161 0.53069
*
```

Here is what Mulliken gives for the atomic charges, in e: atom 1 (C): -0.870, atom 2 (C): 0.582, atom 3 (F): -0.202, atom 4 (F): -0.212, atom 5 (F): -0.403, atom 6 (H): 0.401, atom 7 (H): 0.346, atom 8 (H): 0.358


Quick look at relative energies in kcal/mol: model a 28.3; model b 0.0.


Model a:
DFT (wB97M-V/def2-TZVPD) results for a molecular structure, C5H13N2S.

## Properties
* Kohn-Sham gap: 7.7 eV
* HOMO: -11.77 eV

The geometry in ORCA input format:
```
! RIJCOSX wB97M-V def2-TZVPD def2/J DEFGRID3
* xyz 1 1
C 2.57629 -0.33056 0.28759
C 2.52118 1.08362 0.90814
C 1.58842 0.20878 -0.68218
C -3.15728 0.09338 0.36732
C -1.70776 0.43126 0.01985
N -0.98105 -0.68400 -0.53075
N 1.55585 1.39075 -0.13107
S -0.92223 -2.03884 0.31558
H 3.53139 -0.61003 -0.15616
H 2.23346 -1.14331 0.92316
H 2.12868 1.15800 1.92218
H 3.43914 1.66648 0.82637
H 1.08434 -0.13502 -1.56700
H -3.70900 1.00108 0.59274
H -3.63715 -0.40447 -0.47324
H -3.19529 -0.56372 1.23768
H -1.68858 1.19360 -0.76500
H -1.20732 0.84198 0.91194
H -0.12091 -2.70321 -0.56841
H 1.05554 2.23943 -0.36032
H -2.01111 -2.81196 -0.10861
*
```

Here is what Mulliken gives for the atomic charges, in e: atom 1 (C): -0.288, atom 2 (C): -0.465, atom 3 (C): -0.240, atom 4 (C): -1.262, atom 5 (C): -0.173, atom 6 (N): -0.420, atom 7 (N): 0.017, atom 8 (S): -0.052, atom 9 (H): 0.295, atom 10 (H): 0.225, atom 11 (H): 0.286, atom 12 (H): 0.297, atom 13 (H): 0.507, atom 14 (H): 0.379, atom 15 (H): 0.336, atom 16 (H): 0.365, atom 17 (H): 0.298, atom 18 (H): 0.208, atom 19 (H): 0.233, atom 20 (H): 0.254, atom 21 (H): 0.199


Model b:
DFT (wB97M-V/def2-TZVPD) results for a gas-phase ion, C5H13N2S (charge +1).

## Properties
* Kohn-Sham gap: 8.5 eV
* HOMO: -11.86 eV

The geometry in ORCA input format:
```
! RIJCOSX wB97M-V def2-TZVPD def2/J DEFGRID3
* xyz 1 1
C -0.82501 -0.74207 -1.37590
C 0.56491 -0.63381 -2.00499
C 1.11336 0.23671 0.14352
C 1.45281 -0.05574 1.55881
C -2.36847 1.29858 1.57667
N -0.86929 0.00573 -0.14148
N 1.51190 -0.74827 -0.86437
S -1.68261 1.42869 -0.10170
H -1.57558 -0.39224 -2.08802
H -1.05184 -1.78773 -1.13307
H 0.75269 -1.39832 -2.75982
H 0.69524 0.35498 -2.44685
H 1.29121 1.25139 -0.19007
H 0.88764 0.60584 2.20920
H 2.51249 0.12829 1.75603
H 1.21044 -1.08090 1.83028
H -1.63506 1.61801 2.30836
H -2.65936 0.26711 1.74302
H -3.23885 1.94708 1.61478
H 1.43303 -1.68454 -0.44592
H 2.48037 -0.61878 -1.18850
*
```

Here is what Mulliken gives for the atomic charges, in e: atom 1 (C): -0.658, atom 2 (C): -0.494, atom 3 (C): -0.116, atom 4 (C): -1.219, atom 5 (C): -0.810, atom 6 (N): -0.121, atom 7 (N): -0.129, atom 8 (S): 0.019, atom 9 (H): 0.392, atom 10 (H): 0.301, atom 11 (H): 0.380, atom 12 (H): 0.325, atom 13 (H): 0.408, atom 14 (H): 0.288, atom 15 (H): 0.387, atom 16 (H): 0.372, atom 17 (H): 0.233, atom 18 (H): 0.289, atom 19 (H): 0.367, atom 20 (H): 0.414, atom 21 (H): 0.374


Quick look at relative energies in kcal/mol: model a 39.8; model b 0.0.